1.
20
Properties=species:S:1:pos:R:3:forces:R:3 method="wB97M-V/def2-TZVPD" relative_energy_kcal_mol=47.5 total_energy_ev=-8931.9513 molar_mass_da=103.2 lumo_ev=0.760 smiles=CC(C)[C@H](N)CO homo_lumo_gap_ha=0.37360 e_homo_ev=-9.41
C -0.5579 1.2886 0.2327 1.43 1.53 -0.80
O -0.1883 2.5204 0.8996 0.46 1.48 -1.34
C 0.2348 0.1158 0.8036 1.88 0.64 1.89
C 0.4324 -0.9993 -0.2015 1.55 -1.52 -0.77
C -0.8540 -1.2798 -0.9040 -2.86 0.17 2.41
C 1.4056 -0.5460 -1.3524 -0.02 2.11 0.84
N -0.2879 -0.4149 2.1248 -0.69 1.03 -0.35
H -0.4157 1.4723 -0.9083 -0.56 -0.76 2.00
H -1.5372 1.1761 0.5842 -2.05 -0.56 -0.58
H -0.2901 3.2808 0.2443 0.18 -1.68 1.44
H 1.2279 0.5957 1.0911 -0.87 -0.81 -0.63
H 0.7415 -2.0127 0.2836 -0.02 2.10 -0.50
H -1.4626 -2.0571 -0.3768 0.21 0.86 0.07
H -0.8041 -1.6907 -1.8393 0.76 -0.84 -2.63
H -1.4629 -0.3469 -0.9855 0.24 -0.96 -0.13
H 2.2568 0.1370 -1.0132 -0.58 -1.50 -0.07
H 0.8051 0.2550 -1.8870 0.62 -1.37 -0.25
H 1.7480 -1.3802 -1.9928 -0.28 0.68 0.24
H 0.2701 -0.0308 2.9005 -0.42 -0.20 -0.65
H -1.2616 -0.0834 2.2963 1.01 -0.40 -0.23



2.
19
Properties=species:S:1:pos:R:3:forces:R:3 method="wB97M-V/def2-TZVPD" relative_energy_kcal_mol=40.1 total_energy_ev=-9369.4550 molar_mass_da=104.2 lumo_ev=1.108 smiles=C[C@@H](N)CNCO homo_lumo_gap_ha=0.36058 e_homo_ev=-8.70
C -0.2352 0.3422 -0.4699 -0.60 -0.86 1.29
N 0.1185 -1.0091 0.0019 0.34 -0.53 -0.51
C 0.1877 -1.9721 -1.0905 0.56 -0.43 1.13
O 0.2795 -3.2834 -0.5537 -0.21 -0.02 0.04
C 0.1832 1.4072 0.5823 -0.35 0.11 -1.73
C 0.3640 2.7486 -0.1569 0.19 0.51 0.10
N -0.7861 1.5807 1.6223 0.38 -0.15 0.33
H 0.2256 0.4659 -1.4453 0.28 0.20 -0.01
H -1.3252 0.4002 -0.5856 0.01 0.29 -0.28
H -0.5195 -1.4490 0.6542 -0.42 0.68 0.19
H -0.7167 -2.0062 -1.6856 -0.11 0.18 -0.55
H 1.0967 -1.7519 -1.6459 -0.14 0.15 -0.56
H 0.8375 -3.2647 0.2324 0.17 0.16 -0.14
H 1.1249 1.0383 0.9791 0.21 0.15 0.20
H 0.3322 2.7183 -1.2471 -0.20 -0.49 0.02
H -0.4086 3.4611 0.1387 0.03 0.01 0.04
H 1.3221 3.2187 0.0429 0.12 0.05 0.38
H -0.9287 0.8621 2.3062 -0.12 0.12 -0.02
H -1.4011 2.3679 1.5898 -0.15 -0.13 0.09



3.
82
Properties=species:S:1:pos:R:3:forces:R:3 method="wB97M-V/def2-TZVPD" relative_energy_kcal_mol=36.2 total_energy_ev=-176790.5018 molar_mass_da=955.0 lumo_ev=4.060 homo_lumo_gap_ha=0.20941 e_homo_ev=-1.64 total_charge=-2
Zn 0.7560 0.8820 0.2485 -0.07 -0.33 -0.06
C 0.6251 1.0989 3.0790 -0.05 0.08 0.01
C 0.5218 -0.1312 3.6802 0.09 0.21 0.22
C 1.5366 -0.9828 3.1565 0.28 -0.01 0.12
C 2.2642 -0.2773 2.2317 0.09 0.07 0.04
C 1.6898 1.0494 2.1020 0.15 -0.10 -0.03
H 0.0370 1.9784 3.3063 -0.07 -0.03 -0.06
H -0.1951 -0.4057 4.4430 -0.07 -0.02 -0.07
H 1.6921 -2.0136 3.4403 0.08 0.23 -0.02
H 3.1460 -0.6165 1.7053 -0.06 -0.05 -0.08
H 2.3163 1.9174 1.9084 -0.04 0.00 -0.17
Cl -2.5875 0.0839 -3.5507 0.05 -0.53 0.09
C -2.0064 1.5407 -2.7988 0.22 0.25 0.43
C -2.2801 2.6661 -3.5565 0.05 0.01 0.07
C -1.8506 3.9216 -3.1752 -0.08 0.18 -0.15
C -1.1756 4.0373 -1.9774 0.08 0.04 0.08
C -0.9353 2.9208 -1.2066 -0.27 -0.07 -0.54
Cl -0.1583 3.2381 0.3147 0.13 0.17 0.29
C -1.2697 1.5625 -1.5499 0.08 -0.44 0.21
N -0.8966 0.5263 -0.7465 0.29 0.72 -0.23
H -2.8363 2.5347 -4.4757 0.04 -0.03 -0.01
H -2.0397 4.7900 -3.7919 -0.02 0.00 0.00
H -0.8362 4.9999 -1.6263 0.09 0.07 0.05
F -7.4485 -5.3645 -0.7207 0.11 -0.02 -0.01
C -6.1777 -5.8037 -0.9189 -0.13 -0.20 0.02
F -6.1528 -6.3263 -2.1671 0.01 0.07 0.09
F -6.0385 -6.8673 -0.0765 0.00 0.12 -0.06
C -5.1571 -4.7449 -0.6987 0.03 -0.06 -0.09
C -4.1217 -4.5529 -1.6063 -0.07 -0.04 0.09
C -3.2030 -3.5415 -1.3722 0.07 -0.05 0.13
C -3.2613 -2.7056 -0.2549 -0.24 0.09 -0.16
C -4.2998 -2.9524 0.6509 0.06 -0.12 0.01
C -5.2361 -3.9527 0.4429 -0.04 -0.06 0.02
P -1.9770 -1.0607 -0.5737 -0.34 0.04 -0.11
C -3.2069 -0.0071 0.3362 0.09 0.06 -0.05
C -2.8632 0.7780 1.4423 -0.09 0.02 -0.05
C -3.7604 1.6782 1.9830 -0.07 0.01 0.01
C -5.0246 1.8300 1.4170 0.13 0.00 0.05
C -5.3834 1.0675 0.3163 -0.04 0.06 -0.02
C -4.4789 0.1585 -0.2111 0.05 -0.11 0.02
C -5.9764 2.7871 2.0432 -0.22 0.06 0.16
F -5.3839 3.9373 2.4377 -0.05 -0.09 -0.04
F -6.5600 2.2772 3.1679 0.08 0.07 -0.12
F -7.0019 3.1407 1.2354 0.12 -0.05 0.01
C -0.9482 -1.8502 0.7475 -0.04 -0.11 -0.17
C 0.1475 -2.5855 0.2964 0.07 0.25 0.03
C 0.7642 -3.5322 1.1015 0.03 -0.14 0.10
C 0.2939 -3.7423 2.3863 -0.25 -0.13 -0.17
C -0.7599 -2.9767 2.8783 -0.05 -0.19 -0.10
C -1.3707 -2.0440 2.0661 0.12 -0.05 0.00
C 0.8787 -4.7874 3.2703 0.09 -0.27 0.17
F 1.4207 -4.2752 4.4061 -0.05 -0.06 -0.12
F -0.0490 -5.6883 3.6945 0.11 0.15 -0.06
F 1.8556 -5.5121 2.6798 -0.09 0.13 0.04
H -4.0589 -5.1756 -2.4905 0.02 0.02 -0.01
H -2.4057 -3.3636 -2.0923 -0.06 0.02 -0.06
H -4.3900 -2.3449 1.5476 -0.03 0.05 -0.01
H -6.0371 -4.1299 1.1535 0.00 0.07 0.01
H -1.8714 0.7133 1.8708 0.07 -0.02 -0.03
H -3.4704 2.2853 2.8322 -0.01 0.00 0.01
H -6.3559 1.2002 -0.1406 0.00 -0.03 0.01
H -4.7610 -0.4397 -1.0697 0.00 0.03 -0.03
H 0.5039 -2.4245 -0.7149 -0.02 -0.05 -0.03
H 1.5938 -4.1186 0.7286 0.00 0.04 -0.02
H -1.0979 -3.1300 3.8966 -0.05 0.03 -0.01
H -2.2082 -1.4815 2.4522 -0.06 0.00 0.00
O 4.3665 5.3397 -2.1391 0.00 -0.26 -0.04
S 2.9916 4.9025 -2.1475 0.04 0.28 -0.18
O 2.0285 5.8834 -1.7187 -0.18 -0.18 0.01
N 2.8230 3.4728 -1.3534 -0.05 0.26 -0.20
C 2.4611 2.5176 -2.1719 0.29 -0.13 0.42
S 2.3562 0.8736 -1.7641 -0.30 -0.08 0.28
C 2.2507 2.9374 -3.5855 -0.06 0.19 -0.36
C 1.8253 2.1662 -4.6550 0.02 0.08 0.07
C 1.7633 2.7641 -5.9064 -0.02 -0.06 -0.04
C 2.1212 4.0966 -6.0847 0.01 0.05 0.00
C 2.5148 4.8775 -5.0037 0.01 0.14 0.00
C 2.5560 4.2750 -3.7665 0.04 -0.28 0.40
H 1.5503 1.1329 -4.4938 0.00 -0.02 0.00
H 1.4309 2.1825 -6.7575 0.01 0.01 -0.01
H 2.0923 4.5324 -7.0758 -0.04 0.01 0.00
H 2.7841 5.9189 -5.1253 -0.02 0.00 -0.02



Please write out number 1 again, unchanged.
20
Properties=species:S:1:pos:R:3:forces:R:3 method="wB97M-V/def2-TZVPD" relative_energy_kcal_mol=47.5 total_energy_ev=-8931.9513 molar_mass_da=103.2 lumo_ev=0.760 smiles=CC(C)[C@H](N)CO homo_lumo_gap_ha=0.37360 e_homo_ev=-9.41
C -0.5579 1.2886 0.2327 1.43 1.53 -0.80
O -0.1883 2.5204 0.8996 0.46 1.48 -1.34
C 0.2348 0.1158 0.8036 1.88 0.64 1.89
C 0.4324 -0.9993 -0.2015 1.55 -1.52 -0.77
C -0.8540 -1.2798 -0.9040 -2.86 0.17 2.41
C 1.4056 -0.5460 -1.3524 -0.02 2.11 0.84
N -0.2879 -0.4149 2.1248 -0.69 1.03 -0.35
H -0.4157 1.4723 -0.9083 -0.56 -0.76 2.00
H -1.5372 1.1761 0.5842 -2.05 -0.56 -0.58
H -0.2901 3.2808 0.2443 0.18 -1.68 1.44
H 1.2279 0.5957 1.0911 -0.87 -0.81 -0.63
H 0.7415 -2.0127 0.2836 -0.02 2.10 -0.50
H -1.4626 -2.0571 -0.3768 0.21 0.86 0.07
H -0.8041 -1.6907 -1.8393 0.76 -0.84 -2.63
H -1.4629 -0.3469 -0.9855 0.24 -0.96 -0.13
H 2.2568 0.1370 -1.0132 -0.58 -1.50 -0.07
H 0.8051 0.2550 -1.8870 0.62 -1.37 -0.25
H 1.7480 -1.3802 -1.9928 -0.28 0.68 0.24
H 0.2701 -0.0308 2.9005 -0.42 -0.20 -0.65
H -1.2616 -0.0834 2.2963 1.01 -0.40 -0.23